(1)
{
  "formula": "C9H14",
  "method": "ωB97M-V/def2-TZVPD",
  "multiplicity": 2,
  "orbital_gap_ev": [2.77, 6.81],
  "homo_energy_ev": [1.0, -3.2],
  "lumo_ev": [3.7, 3.7],
  "total_charge": -1,
  "species": ["C", "C", "C", "C", "C", "C", "C", "C", "C", "H", "H", "H", "H", "H", "H", "H", "H", "H", "H", "H", "H", "H", "H"],
  "coordinates": [[0.580, -2.577, 1.903], [-0.181, 1.060, -1.745], [0.178, 0.165, -0.675], [-0.816, -2.344, 2.493], [-0.447, 2.385, -1.672], [0.535, 0.812, 0.492], [-0.223, 0.325, -3.051], [0.611, 2.233, 0.432], [0.111, 3.068, -0.555], [0.359, 4.080, -0.660], [1.265, -2.498, 2.629], [-1.697, -2.318, 1.895], [0.811, -0.164, -3.139], [0.490, -3.565, 1.530], [-1.025, -3.091, 3.273], [-0.428, 0.879, -4.030], [-0.876, -1.366, 2.825], [0.880, 2.682, 1.386], [0.845, 0.327, 1.408], [-0.971, -0.466, -2.806], [0.930, -1.825, 1.228], [-0.982, 3.080, -2.362], [0.053, -0.884, -0.800]],
  "forces_ev_per_angstrom": [[-3.4013, 0.0408, -1.6428], [-0.7516, -0.7184, -2.1679], [-0.1604, 0.8064, -0.4783], [0.4670, -0.7694, 0.2788], [0.6342, 1.2639, 0.3289], [0.5504, 2.7583, 0.2263], [0.1994, -0.8279, -0.6524], [0.3173, -1.5499, 2.9294], [-0.9200, -0.9753, -0.2695], [0.1141, 1.3915, 0.3223], [2.4828, -0.2995, 3.1384], [-0.2937, -0.6913, -1.5072], [-1.4379, 0.4229, -0.1443], [0.9196, -0.8919, -0.9036], [0.1469, 0.4366, 0.1061], [-0.0391, -0.5545, 1.5452], [0.1074, 1.9717, 1.6146], [0.3759, 0.1821, -0.0299], [-0.0109, -0.0782, 0.0772], [0.3756, -0.0978, -1.1347], [-0.4183, 0.1562, -1.1273], [0.7023, -1.2459, -0.3840], [0.0403, -0.7304, -0.1253]],
  "nbo_charge": [-0.605, -0.055, -0.481, -0.611, -0.248, -0.270, -0.627, -0.286, -0.443, 0.173, 0.189, 0.204, 0.194, 0.189, 0.177, 0.188, 0.209, 0.166, 0.171, 0.182, 0.233, 0.177, 0.174]
}

***

(2)
{
  "formula": "C9H14",
  "method": "ωB97M-V/def2-TZVPD",
  "smiles": "Cc1ccccc1.CC",
  "orbital_gap_ev": 10.07,
  "homo_energy_ev": -9.1,
  "lumo_ev": 1.0,
  "total_charge": 0,
  "species": ["C", "C", "C", "C", "C", "C", "C", "C", "C", "H", "H", "H", "H", "H", "H", "H", "H", "H", "H", "H", "H", "H", "H"],
  "coordinates": [[1.704, -0.856, 0.055], [-0.291, 2.786, -1.027], [0.423, 1.537, -0.616], [-2.121, -2.262, 1.829], [0.112, 0.858, 0.547], [0.687, -0.375, 0.851], [1.409, 0.997, -1.445], [-2.430, -1.857, 0.399], [2.062, -0.174, -1.107], [-3.094, -0.992, 0.422], [0.373, 3.568, -1.399], [2.936, -0.464, -1.676], [0.414, -0.871, 1.773], [-1.529, -1.564, 2.426], [-1.556, -1.463, -0.122], [1.672, 1.501, -2.366], [-1.616, -3.224, 1.846], [-2.836, -2.654, -0.221], [2.176, -1.813, 0.234], [-0.974, 2.592, -1.868], [-3.022, -2.366, 2.444], [-0.696, 1.220, 1.173], [-0.944, 3.191, -0.247]],
  "forces_ev_per_angstrom": [[0.0874, -0.4960, -0.7092], [-0.7918, 0.3082, -0.4276], [0.2262, -0.1055, -0.3066], [-0.2684, -0.4936, 0.5757], [-0.6230, -0.4034, 0.0233], [0.4539, 0.6262, 0.3384], [0.0104, 0.0565, 0.0637], [0.2794, 1.0583, 0.0525], [0.1585, 0.4666, 0.4255], [-0.3916, -0.1702, -0.2105], [0.1263, -0.0333, 0.2691], [-0.2083, -0.3448, -0.1804], [-0.0420, -0.1332, -0.1420], [0.1688, 0.1586, -0.5098], [0.2275, -0.2872, 0.0641], [0.0443, 0.1239, -0.0073], [0.1711, -0.1058, 0.1397], [-0.2152, -0.0261, 0.2271], [0.0611, 0.0436, 0.3548], [0.1887, -0.1750, 0.1212], [-0.1148, -0.1953, -0.3353], [0.0944, 0.1558, 0.1029], [0.3569, -0.0281, 0.0708]],
  "nbo_charge": [-0.225, -0.630, -0.028, -0.608, -0.209, -0.209, -0.202, -0.616, -0.206, 0.200, 0.220, 0.212, 0.216, 0.199, 0.215, 0.205, 0.202, 0.208, 0.212, 0.220, 0.202, 0.206, 0.217]
}

***

(3)
{
  "formula": "C9H14",
  "method": "ωB97M-V/def2-TZVPD",
  "smiles": "Cc1ccccc1.CC",
  "orbital_gap_ev": 10.13,
  "homo_energy_ev": -9.1,
  "lumo_ev": 1.0,
  "total_charge": 0,
  "species": ["C", "C", "C", "C", "C", "C", "C", "C", "C", "H", "H", "H", "H", "H", "H", "H", "H", "H", "H", "H", "H", "H", "H"],
  "coordinates": [[-1.404, 0.036, -0.478], [0.693, 0.622, -1.387], [1.772, 1.631, -1.702], [-0.410, 1.008, -0.616], [-1.275, -1.270, -0.920], [-0.128, -1.673, -1.567], [-0.504, 0.458, 2.461], [-0.102, -1.043, 2.407], [0.809, -0.648, -1.882], [-0.099, -2.716, -1.838], [-0.021, -1.405, 1.381], [-0.985, -1.450, 2.915], [-0.492, 0.951, 3.413], [1.593, -1.008, -2.503], [0.850, -1.214, 2.905], [-2.239, 0.495, 0.036], [-2.134, -1.911, -0.829], [-1.560, 0.487, 2.165], [-0.519, 2.008, -0.215], [1.505, 2.282, -2.548], [2.616, 1.042, -2.075], [2.032, 2.261, -0.835], [0.003, 1.058, 1.711]],
  "forces_ev_per_angstrom": [[0.1100, 2.1307, 0.5661], [0.3642, 1.7292, 0.2438], [0.1781, -0.2337, -0.5327], [0.1365, -1.9889, -1.2843], [-0.6906, 0.5122, 0.1219], [-0.3395, 1.5484, -0.0485], [-0.4993, -0.4250, -1.3203], [-0.5672, 1.4571, 0.5738], [-1.0976, -2.7149, 0.5289], [0.6257, 0.0496, -0.4446], [-0.2032, 0.0815, 0.1645], [0.7455, -1.0337, -0.0165], [0.4832, -0.0927, 0.7214], [1.0131, 0.4171, -0.3327], [-0.1979, -0.2615, 0.2445], [-0.6575, -1.0197, -0.0231], [-0.0161, -0.4282, 0.2622], [0.1182, 0.1681, -0.0203], [0.0099, -0.0573, -0.0795], [-0.1787, -0.0359, 0.3622], [0.3246, 0.4476, 0.3652], [0.0348, -0.3605, -0.3928], [0.3037, 0.1105, 0.3408]],
  "nbo_charge": [-0.191, -0.013, -0.630, -0.219, -0.245, -0.193, -0.600, -0.615, -0.231, 0.217, 0.217, 0.204, 0.203, 0.210, 0.202, 0.210, 0.214, 0.190, 0.217, 0.218, 0.214, 0.218, 0.201]
}

***

(4)
{
  "formula": "C9H14",
  "method": "ωB97M-V/def2-TZVPD",
  "smiles": "Cc1ccccc1.CC",
  "orbital_gap_ev": 9.99,
  "homo_energy_ev": -9.1,
  "lumo_ev": 0.9,
  "total_charge": 0,
  "species": ["C", "C", "C", "C", "C", "C", "C", "C", "C", "H", "H", "H", "H", "H", "H", "H", "H", "H", "H", "H", "H", "H", "H"],
  "coordinates": [[-0.510, 1.658, 2.592], [0.799, 1.214, 2.814], [1.134, -0.036, 2.340], [0.731, -0.374, -3.352], [-1.450, 0.866, 1.993], [-2.219, -1.416, 1.204], [1.779, 0.531, -4.008], [-1.167, -0.472, 1.683], [0.140, -0.886, 1.859], [0.669, -1.329, -3.877], [0.399, -1.910, 1.637], [2.081, -0.529, 2.459], [1.736, 0.396, -5.093], [-0.711, 2.691, 2.851], [-1.850, -2.045, 0.389], [-2.818, -1.986, 1.912], [-2.453, 1.225, 1.794], [-3.013, -0.849, 0.691], [1.604, 1.595, -3.871], [2.777, 0.312, -3.703], [1.459, 1.940, 3.271], [-0.228, 0.113, -3.192], [1.111, -0.709, -2.391]],
  "forces_ev_per_angstrom": [[0.8334, 0.6575, 0.1010], [-0.6155, 0.4430, -0.5707], [-0.2701, -0.8340, 0.6327], [0.9365, -0.2668, 0.4824], [-0.6956, -0.8001, -0.0977], [-1.1278, 0.5593, -1.5512], [-0.9488, 0.1031, -1.0207], [0.1474, 0.2866, 0.5288], [-0.0404, 0.0251, -0.1199], [-0.4952, 0.2370, -0.3543], [0.0788, -0.1388, -0.1404], [0.5828, 0.4547, 0.1129], [0.1212, 0.0041, 0.0094], [-0.3237, -0.0795, 0.0369], [0.1460, -0.3452, 0.4294], [0.6751, -0.1874, 0.4512], [0.0051, 0.1603, 0.0877], [0.2003, 0.1840, 0.1014], [-0.0789, 0.0753, 0.3747], [0.6684, -0.2226, 0.3021], [0.4092, -0.3848, -0.0171], [-0.0543, -0.2253, -0.2486], [-0.1540, 0.2945, 0.4703]],
  "nbo_charge": [-0.204, -0.221, -0.207, -0.614, -0.216, -0.643, -0.608, -0.007, -0.213, 0.203, 0.205, 0.212, 0.199, 0.210, 0.220, 0.227, 0.208, 0.213, 0.204, 0.204, 0.216, 0.209, 0.203]
}

***

(5)
{
  "formula": "C9H14",
  "method": "ωB97M-V/def2-TZVPD",
  "smiles": "Cc1ccccc1.CC",
  "orbital_gap_ev": 10.06,
  "homo_energy_ev": -9.0,
  "lumo_ev": 1.0,
  "total_charge": 0,
  "species": ["C", "C", "C", "C", "C", "C", "C", "C", "C", "H", "H", "H", "H", "H", "H", "H", "H", "H", "H", "H", "H", "H", "H"],
  "coordinates": [[-1.372, 1.097, 1.892], [-0.822, 1.442, 0.531], [0.629, -3.342, 0.792], [0.522, 1.216, 0.245], [0.239, 1.974, -1.983], [1.089, 1.514, -0.989], [1.328, -2.704, -0.417], [-1.656, 1.908, -0.492], [-1.110, 2.225, -1.721], [-1.728, 0.070, 1.978], [0.752, -2.534, -1.332], [0.558, 2.106, -3.006], [0.614, -2.607, 1.597], [2.144, 1.340, -1.145], [-2.652, 2.200, -0.188], [-2.123, 1.821, 2.155], [-0.578, 1.235, 2.634], [1.152, 1.009, 1.102], [2.254, -3.201, -0.670], [-0.402, -3.588, 0.607], [1.609, -1.668, -0.201], [-1.621, 2.681, -2.561], [1.175, -4.195, 1.170]],
  "forces_ev_per_angstrom": [[0.9049, 0.5017, 0.0574], [-0.1062, -0.8332, -0.6464], [0.2668, 0.8747, -0.0854], [0.2031, 0.8562, 0.6835], [-0.1744, -0.1937, -0.1046], [-0.6904, -0.3696, 0.0781], [0.1528, 1.0224, -0.1710], [0.3597, 0.7608, 0.7692], [0.6987, -0.2194, -0.4921], [-0.1772, 0.1061, -0.1309], [-0.2563, -0.7244, 0.1793], [0.3776, 0.2485, 0.0279], [-0.0449, -0.0536, 0.1657], [0.0374, 0.0741, -0.1508], [-0.2806, -0.1925, -0.4110], [-0.6676, -0.0105, 0.1612], [-0.0449, -0.1887, -0.0147], [0.1869, -0.4467, -0.1520], [0.1226, -0.2737, -0.1914], [-0.3413, -0.3608, -0.1661], [0.1423, -0.1157, 0.3076], [-0.6172, -0.1222, 0.3280], [-0.0519, -0.3399, -0.0413]],
  "nbo_charge": [-0.629, -0.010, -0.615, -0.211, -0.219, -0.210, -0.622, -0.219, -0.205, 0.224, 0.211, 0.209, 0.202, 0.216, 0.209, 0.215, 0.212, 0.203, 0.204, 0.208, 0.206, 0.214, 0.207]
}

***

(6)
{
  "formula": "C9H14",
  "method": "ωB97M-V/def2-TZVPD",
  "smiles": "Cc1ccccc1.CC",
  "orbital_gap_ev": 10.04,
  "homo_energy_ev": -9.0,
  "lumo_ev": 1.0,
  "total_charge": 0,
  "species": ["C", "C", "C", "C", "C", "C", "C", "C", "C", "H", "H", "H", "H", "H", "H", "H", "H", "H", "H", "H", "H", "H", "H"],
  "coordinates": [[2.252, 1.699, -1.029], [0.374, 0.237, -0.626], [1.931, -0.250, -2.389], [0.722, 2.209, 0.882], [0.751, -0.524, -1.718], [-2.367, -1.958, 0.823], [1.125, 1.372, -0.292], [2.668, 0.884, -2.064], [-2.583, -1.692, 2.296], [2.778, 2.619, -0.824], [-0.550, 0.114, -0.082], [-1.333, -1.963, 0.495], [0.148, -1.348, -2.060], [-2.499, -2.568, 2.928], [2.319, -0.861, -3.191], [-0.338, 2.115, 1.108], [-2.734, -2.942, 0.506], [3.560, 1.090, -2.655], [0.864, 3.278, 0.712], [1.273, 1.978, 1.793], [-3.551, -1.238, 2.479], [-1.863, -0.975, 2.700], [-2.946, -1.276, 0.207]],
  "forces_ev_per_angstrom": [[0.0452, 0.1196, -0.1675], [0.3266, 1.1891, -0.2596], [0.4186, 0.4975, -0.0960], [-0.3494, 0.6567, 0.1976], [0.0414, -0.4927, 0.0249], [-0.4033, -0.8107, -0.6210], [-0.1458, -0.3033, 0.3090], [0.1015, -0.4611, -0.2871], [0.2770, 0.5267, 0.4067], [0.1387, 0.0556, 0.1641], [-0.0937, -0.4617, -0.0481], [0.2102, 0.2804, 0.1566], [-0.1719, -0.2311, 0.1085], [-0.0073, -0.3107, -0.0236], [-0.3541, -0.1985, -0.0667], [-0.0988, -0.2565, 0.0381], [-0.0995, 0.0111, 0.3255], [-0.1577, 0.1714, 0.2734], [0.2104, -0.0346, -0.1817], [0.0995, -0.2109, -0.0085], [-0.2684, -0.1215, 0.0032], [0.0778, 0.0130, -0.1631], [0.2031, 0.3725, -0.0846]],
  "nbo_charge": [-0.224, -0.227, -0.228, -0.633, -0.194, -0.618, -0.001, -0.197, -0.612, 0.208, 0.213, 0.207, 0.210, 0.206, 0.212, 0.213, 0.205, 0.211, 0.216, 0.221, 0.205, 0.203, 0.205]
}

***

(7)
{
  "formula": "C9H14",
  "method": "ωB97M-V/def2-TZVPD",
  "smiles": "Cc1ccccc1.CC",
  "orbital_gap_ev": 9.85,
  "homo_energy_ev": -8.8,
  "lumo_ev": 1.0,
  "total_charge": 0,
  "species": ["C", "C", "C", "C", "C", "C", "C", "C", "C", "H", "H", "H", "H", "H", "H", "H", "H", "H", "H", "H", "H", "H", "H"],
  "coordinates": [[-2.868, -1.723, 1.105], [1.089, 0.840, -1.914], [1.869, 1.648, -1.123], [0.256, -0.141, -1.306], [1.327, 0.276, 0.806], [2.134, 1.213, 0.196], [-3.334, -1.467, -0.337], [0.285, -0.286, 0.060], [3.360, 1.750, 0.919], [-0.545, -0.427, -1.976], [3.940, 0.898, 1.217], [-3.251, -2.664, 1.504], [-1.810, -1.625, 1.264], [-2.515, -1.187, -0.998], [-4.086, -0.683, -0.343], [1.538, -0.068, 1.809], [3.015, 2.207, 1.848], [-3.461, -1.065, 1.737], [2.256, 2.625, -1.378], [-0.307, -1.087, 0.470], [3.927, 2.410, 0.275], [0.938, 0.891, -2.985], [-3.756, -2.335, -0.848]],
  "forces_ev_per_angstrom": [[-1.7612, -0.2497, 0.0871], [-1.3460, -0.5729, 0.2466], [0.3150, -0.5163, 0.7397], [0.4232, 2.1117, -0.6976], [-0.1904, -0.2024, -0.7924], [0.3565, 0.6477, 0.0398], [0.2816, -0.3155, -0.3105], [0.5927, -1.4264, -0.0644], [-1.5036, -0.0708, 0.1048], [0.0289, -0.9694, 0.3581], [0.6299, -0.3513, 0.0166], [0.5245, -0.4687, -0.3627], [0.0791, 0.0060, 0.2583], [0.0772, 0.3530, 0.1430], [0.0289, 0.0774, -0.2362], [-0.0861, 0.0921, 0.1259], [0.3590, 0.4291, -0.0613], [0.6392, 0.6088, 0.2347], [0.5107, -0.3084, -0.7079], [-0.2426, 0.2702, 0.3378], [0.1533, 0.1891, 0.2111], [0.2811, 0.7903, -0.0122], [-0.1508, -0.1238, 0.3418]],
  "nbo_charge": [-0.616, -0.192, -0.224, -0.240, -0.236, 0.009, -0.615, -0.191, -0.631, 0.213, 0.221, 0.207, 0.202, 0.203, 0.206, 0.211, 0.218, 0.208, 0.213, 0.202, 0.216, 0.211, 0.205]
}

***

(8)
{
  "formula": "C9H14",
  "method": "ωB97M-V/def2-TZVPD",
  "smiles": "Cc1ccccc1.CC",
  "orbital_gap_ev": 10.01,
  "homo_energy_ev": -9.0,
  "lumo_ev": 1.0,
  "total_charge": 0,
  "species": ["C", "C", "C", "C", "C", "C", "C", "C", "C", "H", "H", "H", "H", "H", "H", "H", "H", "H", "H", "H", "H", "H", "H"],
  "coordinates": [[1.404, -0.669, -1.010], [-0.215, 2.529, -1.094], [1.565, -0.295, 0.335], [0.191, -1.050, -1.548], [-1.738, -1.454, 1.698], [-0.660, -1.253, 0.666], [0.548, -0.685, 1.188], [-0.891, -1.374, -0.679], [0.286, 2.877, 0.299], [0.366, 1.725, -1.526], [0.229, -1.141, -2.622], [0.405, 2.040, 0.982], [2.490, -0.079, 0.859], [-1.302, 2.476, -1.159], [-0.343, 3.559, 0.870], [-0.034, 3.379, -1.786], [-2.274, -0.525, 1.888], [-1.831, -1.780, -1.011], [0.555, -0.583, 2.267], [1.311, 3.224, 0.115], [2.153, -0.331, -1.721], [-2.407, -2.248, 1.342], [-1.403, -1.852, 2.658]],
  "forces_ev_per_angstrom": [[0.3857, 2.1072, -0.2235], [-0.3476, 1.5434, -0.4606], [-0.3717, -2.2715, 1.0268], [-0.0878, -0.7149, 0.9396], [-0.5131, -1.1828, -0.3290], [0.7395, 1.4424, 1.8742], [-1.3910, -0.5012, -1.0581], [1.4242, -0.0110, -0.8415], [0.7024, -0.2553, -0.0566], [-0.4858, -0.5157, 0.0274], [-0.7508, -0.2093, -0.1380], [-0.1749, -0.4352, -0.3009], [0.2173, 0.6164, -0.7854], [0.0303, -0.9489, 0.0689], [0.1972, 0.5270, -0.4109], [0.1963, -0.1614, 0.4714], [-0.1667, -0.0961, -0.0831], [-0.1530, 0.0860, -0.3103], [0.4403, 0.1857, -0.0638], [-0.2193, 0.5011, 0.6717], [0.2389, -0.4389, 0.0607], [-0.3594, 0.4487, 0.0004], [0.4489, 0.2846, -0.0793]],
  "nbo_charge": [-0.229, -0.614, -0.216, -0.202, -0.634, -0.020, -0.203, -0.212, -0.614, 0.215, 0.217, 0.207, 0.221, 0.204, 0.204, 0.195, 0.222, 0.214, 0.207, 0.201, 0.208, 0.212, 0.216]
}

***

DFT total energy list, top to bottom, in eV: -9556.8804, -9559.9239, -9559.2730, -9559.6584, -9559.6770, -9559.9192, -9559.0098, -9559.2663
Energy relative to the best compared isomer or geometry (same formula, charge and spin) list, top to bottom, in eV: 1.917, 0.258, 0.908, 0.523, 0.504, 0.262, 1.172, 0.915